[1]
Here is a cluster of 2 separate species, C3H5IO in total at a distorted geometry from the Open Molecules 2025 dataset. Energies are from the ωB97M-V functional and the def2-TZVPD basis.

For the LUMO energy, the calculation gives 0.46 eV. For the energy above the lowest of the compared OMol25 structures with the same formula, charge and spin, the calculation gives 2.8023 eV. The HOMO energy comes out at -0.350 Ha. As for the structure (SMILES): C#COC.I. Its multiplicity is 1. The molar mass is 183.976 g mol⁻¹. Its electronic energy is -490.10996 Ha.

```
10
Properties=species:S:1:pos:R:3:mulliken_charge:R:1
C 0.372 -1.775 2.035 -0.19
C -0.349 -1.241 1.251 -0.11
C -0.507 0.108 -0.761 -0.65
O -0.923 -0.934 0.095 -0.32
I -3.659 -0.813 -2.487 -0.12
H -3.335 -0.870 -0.855 0.12
H 0.913 -2.126 2.864 0.42
H 0.577 0.293 -0.462 0.35
H -1.255 0.945 -0.678 0.26
H -0.414 -0.237 -1.781 0.25
```


[2]
Here is the molecule C6H9NO2S at a distorted geometry from the Open Molecules 2025 dataset. Energies are from the ωB97M-V functional and the def2-TZVPD basis.

For the LUMO energy (spin up / spin down), the calculation gives -2.09 / -0.26 eV. For the energy above the lowest of the compared OMol25 structures with the same formula, charge and spin, the calculation gives 5.5586 eV. The HOMO energy (spin up / spin down) comes out at -0.308 / -0.357 Ha. Its multiplicity is 1. The molar mass is 159.210 g mol⁻¹. Its electronic energy is -837.25441 Ha.

```
19
Properties=species:S:1:pos:R:3:mulliken_charge:R:1
C 0.520 -1.971 -0.067 0.36
C -0.699 0.259 -0.609 -1.15
C -1.550 0.623 0.552 -0.22
C 0.581 -0.622 -0.305 0.10
C -2.383 -0.339 1.250 -1.10
C 3.279 -0.147 -0.889 -1.00
N 0.420 -3.102 0.023 -0.47
O 2.440 -0.472 1.650 -0.61
O 1.598 1.506 0.619 -0.63
S 2.022 0.182 0.453 1.19
H -1.184 -0.310 -1.382 0.50
H -0.486 1.120 -1.084 0.44
H -1.343 1.573 0.877 0.52
H -2.659 -1.348 0.713 0.28
H -3.450 -0.044 1.388 0.37
H -2.077 -0.647 2.200 0.32
H 4.200 -0.108 -0.375 0.39
H 2.976 -1.172 -1.357 0.32
H 3.041 0.516 -1.651 0.39
```


[3]
Here is a structure of composition C16H32BN2O32S6 at a distorted geometry from the Open Molecules 2025 dataset. Energies are from the ωB97M-V functional and the def2-TZVPD basis.

For the LUMO energy, the calculation gives -3.59 eV. For the energy above the lowest of the compared OMol25 structures with the same formula, charge and spin, the calculation gives 6.3471 eV. The HOMO energy comes out at -0.456 Ha. As for the total charge: +1. Its multiplicity is 1. The molar mass is 967.628 g mol⁻¹. Its electronic energy is -5559.70935 Ha.

```
89
Properties=species:S:1:pos:R:3:mulliken_charge:R:1
N -1.600 -1.200 -5.175 -0.37
H -1.184 -1.602 -6.003 0.40
H -2.107 -0.367 -5.436 0.30
H -0.897 -1.011 -4.474 0.32
H -2.110 -1.979 -4.782 0.38
N -1.476 -3.547 5.427 -0.35
H -1.217 -4.481 5.712 0.37
H -2.472 -3.378 5.451 0.40
H -1.319 -3.329 4.453 0.42
H -0.979 -2.829 5.934 0.32
O -0.227 -2.106 3.528 -0.79
C 0.001 -1.531 2.479 0.58
O -0.779 -0.861 1.681 -0.57
B 0.019 -0.149 0.623 1.78
O 1.433 -0.459 0.968 -0.78
C 1.495 -1.173 2.059 0.38
O 2.571 -1.498 2.587 -0.66
O -0.392 1.276 0.478 -0.13
C -0.923 1.371 -0.687 0.78
O -1.435 2.394 -1.126 -0.61
C -0.884 0.046 -1.446 0.13
O -0.302 -0.838 -0.657 -0.71
O -1.146 -0.031 -2.624 -0.68
C -2.659 3.594 -5.054 -0.32
C -1.319 3.370 -4.361 0.27
O -0.459 3.689 -5.396 -0.36
S -0.902 3.266 -6.926 1.06
O -0.325 1.904 -7.310 -0.53
O -0.648 4.335 -7.891 -0.49
O -2.517 3.178 -6.392 -0.40
H -3.133 4.568 -4.926 0.35
H -3.476 2.977 -4.681 0.27
H -1.261 2.320 -4.074 -0.06
H -1.097 4.030 -3.522 0.23
C 2.156 3.039 1.906 0.38
C 2.657 3.101 0.476 -0.14
O 4.026 3.351 0.581 -0.37
S 4.325 4.339 1.864 1.03
O 4.488 5.737 1.533 -0.51
O 5.460 3.839 2.692 -0.55
O 2.911 3.948 2.665 -0.38
H 1.985 2.034 2.292 0.13
H 1.108 3.332 1.857 -0.03
H 2.178 3.888 -0.107 0.33
H 2.545 2.150 -0.044 0.14
C -3.124 5.562 -0.857 0.01
C -4.232 4.474 -0.582 -0.04
O -4.151 4.144 0.831 -0.36
S -3.040 4.953 1.728 0.96
O -1.772 4.136 1.751 -0.35
O -3.634 5.491 2.945 -0.52
O -2.815 6.085 0.481 -0.43
H -3.379 6.343 -1.573 0.37
H -2.182 5.249 -1.309 -0.01
H -4.068 3.557 -1.148 0.05
H -5.210 4.763 -0.964 0.36
C 2.321 -5.424 0.278 -0.39
C 1.563 -4.138 0.033 0.18
O 0.913 -4.352 -1.247 -0.26
S 1.451 -5.714 -1.969 1.05
O 2.622 -5.345 -2.725 -0.54
O 0.362 -6.413 -2.630 -0.55
O 1.787 -6.455 -0.598 -0.33
H 2.137 -5.809 1.281 0.36
H 3.393 -5.224 0.283 0.29
H 2.111 -3.198 -0.033 0.18
H 0.742 -4.161 0.750 -0.04
C -3.807 -1.252 0.473 0.27
C -4.260 0.070 1.230 -0.03
O -4.146 -0.323 2.606 -0.29
S -4.422 -1.942 2.810 0.93
O -5.768 -2.103 3.319 -0.55
O -3.345 -2.637 3.597 -0.47
O -4.425 -2.251 1.212 -0.40
H -2.728 -1.372 0.374 -0.24
H -4.169 -1.333 -0.552 0.38
H -5.240 0.406 0.891 0.27
H -3.512 0.859 1.153 0.13
C 5.600 -2.499 1.124 0.15
C 5.818 -2.193 2.686 -0.32
O 6.366 -3.293 3.339 -0.35
S 6.041 -4.726 2.595 1.11
O 5.097 -5.583 3.278 -0.52
O 7.320 -5.347 2.224 -0.52
O 5.281 -3.850 1.261 -0.30
H 6.464 -2.460 0.461 0.29
H 4.733 -1.930 0.787 -0.04
H 4.853 -2.160 3.193 0.22
H 6.336 -1.310 3.059 0.37
```


[4]
Here is a cluster of 2 separate species, C3H4N2O in total from the Open Molecules 2025 dataset. Energies are from the ωB97M-V functional and the def2-TZVPD basis.

For the LUMO energy, the calculation gives 0.62 eV. For the energy above the lowest of the compared OMol25 structures with the same formula, charge and spin, the calculation gives 1.9837 eV. The HOMO energy comes out at -0.339 Ha. As for the structure (SMILES): C=C=N.N=C=O. Its multiplicity is 1. The molar mass is 84.078 g mol⁻¹. Its electronic energy is -301.41433 Ha.

```
10
Properties=species:S:1:pos:R:3:mulliken_charge:R:1
N -0.751 -1.015 2.330 -0.53
C -0.268 -1.317 1.261 0.64
O 0.192 -1.753 0.277 -0.37
C 0.789 0.353 -1.859 -0.84
C 0.152 1.020 -0.934 0.63
N -0.443 1.680 -0.082 -0.57
H -1.000 -0.126 2.722 0.30
H -0.768 1.109 0.699 0.22
H 0.241 -0.144 -2.650 0.26
H 1.855 0.194 -1.764 0.26
```


[5]
Here is a structure of composition C12H38CoF2NO12S2V at a distorted geometry from the Open Molecules 2025 dataset. Energies are from the ωB97M-V functional and the def2-TZVPD basis.

For the LUMO energy (spin up / spin down), the calculation gives -5.46 / -5.55 eV. The HOMO energy (spin up / spin down) comes out at -0.431 / -0.464 Ha. As for the total charge: +1. Its multiplicity is 7. The molar mass is 600.438 g mol⁻¹. Its electronic energy is -4760.23893 Ha.

```
69
Properties=species:S:1:pos:R:3:mulliken_charge:R:1
Co -2.759 -1.773 -1.043 0.69
V -1.423 1.099 -1.205 0.89
O -1.110 -0.863 -0.420 0.89
H -0.157 -0.955 -0.307 -0.44
O -2.967 -0.108 -2.203 -1.05
H -2.473 -0.011 -3.027 0.25
N -0.100 1.202 -2.794 0.14
S 0.012 1.748 -4.259 0.83
O 0.344 0.799 -5.297 -0.53
O 0.489 3.086 -4.431 -0.61
F -1.580 1.914 -4.517 -0.33
S 1.536 0.713 -2.730 0.76
O 2.500 1.776 -2.758 -0.56
O 1.845 -0.553 -3.304 -0.58
F 1.475 0.332 -1.172 -0.14
C -1.319 -1.360 4.582 -1.38
C -1.700 -1.664 3.152 -0.06
O -0.588 -1.384 2.301 -0.51
H -2.156 -1.678 5.208 0.42
H -1.183 -0.292 4.752 0.30
H -0.447 -1.921 4.912 0.34
H -2.631 -1.124 2.947 0.24
H -1.885 -2.740 3.079 0.34
H -0.875 -1.230 1.382 0.09
C -0.969 -2.098 -4.617 -1.21
C -0.590 -2.566 -3.227 0.63
O -1.761 -2.982 -2.465 -0.49
H -1.545 -1.175 -4.678 0.22
H -1.542 -2.860 -5.150 0.45
H -0.027 -1.929 -5.141 0.32
H -0.001 -1.834 -2.682 -0.50
H 0.078 -3.431 -3.239 0.43
H -2.039 -3.830 -2.828 0.28
C -2.580 2.455 2.626 -0.71
C -3.364 2.302 1.326 -0.48
O -2.746 1.251 0.562 -0.25
H -1.546 2.679 2.364 -0.01
H -2.562 1.577 3.276 0.19
H -2.956 3.258 3.262 0.42
H -3.256 3.278 0.852 0.31
H -4.435 2.167 1.473 0.40
H -3.210 0.440 0.782 0.03
C 0.728 4.265 1.268 -1.28
C 0.733 3.522 -0.051 -0.40
O 0.027 2.270 0.075 0.93
H -0.309 4.562 1.444 0.32
H 1.266 5.213 1.228 0.41
H 1.120 3.673 2.094 0.26
H 1.726 3.249 -0.414 0.29
H 0.228 4.153 -0.781 0.47
H 0.608 1.660 0.594 -0.11
C 2.077 -2.915 -0.507 -0.22
C 2.273 -3.548 0.871 -0.43
O 3.569 -4.140 0.927 -0.53
H 1.065 -2.523 -0.652 -0.32
H 2.180 -3.675 -1.282 0.39
H 2.760 -2.082 -0.667 0.29
H 1.488 -4.298 0.999 0.46
H 2.192 -2.800 1.663 0.11
H 3.430 -5.031 1.261 0.33
C 3.545 1.369 1.551 -1.14
C 2.604 0.316 2.100 0.04
O 1.251 0.690 1.841 -0.29
H 3.463 1.434 0.466 0.16
H 4.570 1.125 1.828 0.46
H 3.318 2.355 1.961 0.23
H 2.769 0.136 3.165 0.40
H 2.849 -0.635 1.615 -0.02
H 0.668 -0.061 2.058 0.16
```


[6]
Here is a cluster of 3 separate species, C4H17N2O2 in total at a distorted geometry from the Open Molecules 2025 dataset. Energies are from the ωB97M-V functional and the def2-TZVPD basis.

For the LUMO energy, the calculation gives -2.98 eV. For the energy above the lowest of the compared OMol25 structures with the same formula, charge and spin, the calculation gives 1.3763 eV. The HOMO energy comes out at -0.475 Ha. As for the total charge: +1. Its multiplicity is 1. The molar mass is 125.192 g mol⁻¹. Its electronic energy is -422.34212 Ha.

```
25
Properties=species:S:1:pos:R:3:mulliken_charge:R:1
C -0.655 -1.298 1.484 -1.51
C -0.886 -0.156 0.501 0.36
C 0.418 0.740 0.314 -0.51
C 0.614 1.361 -1.034 -0.84
N 1.064 0.485 -2.182 -0.10
N -1.361 -0.645 -0.812 -0.49
H -0.369 -0.974 2.487 0.34
H -1.551 -1.884 1.411 0.42
H 0.263 -1.832 1.198 0.34
H -1.540 0.610 0.903 0.35
H 0.118 1.603 0.932 0.22
H 1.322 0.220 0.633 0.34
H 1.307 2.214 -0.936 0.42
H -0.304 1.819 -1.399 0.35
H 0.935 -0.502 -1.914 0.15
H 0.383 0.622 -2.928 0.40
H 1.992 0.596 -2.583 0.37
H -1.495 -1.641 -0.861 0.21
H -2.108 -0.008 -1.023 0.24
H 2.165 -3.068 -1.468 0.29
H 0.841 -2.660 -1.980 0.32
O 1.580 -2.318 -1.451 -0.66
H -0.474 1.937 4.130 0.31
H -1.590 2.515 3.338 0.32
O -0.669 2.264 3.242 -0.62
```